This record from the OMol25 dataset describes a cluster of 2 separate species, C18H22N3 in total at a distorted geometry. The level of theory is ωB97M-V with the def2-TZVPD basis set.

* E: -863.1154 hartree
* maximum force: 3.3 eV Å⁻¹
* 2S+1: 1
* molar mass: 280.4 g mol⁻¹
* orbital gap: 7.621 eV
* ΔE to the lowest compared entry with this formula, charge and spin: 2.97 kcal per mole
* LUMO energy: -4.0 eV
* net charge: +1

Geometry (Å):
C: -3.1094 2.0152 1.0623
C: -2.3780 3.2023 0.9315
C: -1.3017 3.2768 0.0392
C: -0.9297 2.1273 -0.6708
C: 0.3033 2.1100 -1.5042
N: 1.0527 1.0484 -1.5170
C: 2.0337 0.9402 -2.5871
C: 2.7090 2.2537 -2.9304
C: 1.7126 3.3802 -3.1290
N: 0.5812 3.2270 -2.2240
C: -1.6638 0.9420 -0.5465
C: -2.7603 0.8835 0.3124
H: -3.9555 1.9631 1.7493
H: -2.6448 4.0757 1.5297
H: -0.7332 4.2015 -0.0739
H: 2.7719 0.2072 -2.2497
H: 1.5589 0.5483 -3.5060
H: 3.3941 2.5235 -2.1210
H: 3.2977 2.1329 -3.8438
H: 2.1921 4.3436 -2.9308
H: 1.3485 3.3881 -4.1651
H: -0.0983 3.9778 -2.1976
H: -1.3558 0.0671 -1.1186
H: -3.3288 -0.0436 0.3965
C: 1.3850 -2.4719 -0.4253
N: 0.5817 -1.8827 0.6624
C: 0.0188 -2.6988 1.6675
C: -1.0794 -2.2306 2.4080
C: -1.6740 -3.0668 3.3593
C: -1.1106 -4.3150 3.6580
C: 0.0243 -4.7506 2.9607
C: 0.5677 -3.9636 1.9416
C: 0.4736 -0.5637 0.6553
H: 1.1456 -3.5306 -0.5330
H: 1.1536 -1.9390 -1.3553
H: 2.4581 -2.3594 -0.2196
H: -1.4704 -1.2299 2.2229
H: -2.5771 -2.7345 3.8726
H: -1.5537 -4.9427 4.4325
H: 0.4880 -5.7063 3.2069
H: 1.4366 -4.3083 1.3795
H: 0.0295 -0.0693 1.5281
H: 1.0060 -0.0282 -0.1273

This record from the OMol25 dataset describes the molecule C18H22N4O5S at a distorted geometry. The level of theory is ωB97M-V with the def2-TZVPD basis set.

* structure (SMILES): CCOC(=O)C1=C(CN2CCSCC2)NC(=O)N[C@@H]1c1cccc([N+](=O)[O-])c1
* E: -1692.4863 hartree
* maximum force: 1.3 eV Å⁻¹
* 2S+1: 1
* molar mass: 406.5 g mol⁻¹
* orbital gap: 8.153 eV
* ΔE to the lowest compared entry with this formula, charge and spin: 78.45 kcal per mole
* LUMO energy: -0.5 eV

Geometry (Å):
C: -1.5027 4.2711 0.3067
C: -0.3625 3.4171 -0.2265
H: -0.3786 3.4040 -1.3205
H: 0.6043 3.7823 0.1273
O: -0.4439 2.0695 0.2516
C: -1.2866 1.2523 -0.4059
O: -1.9216 1.6148 -1.3706
C: -1.3501 -0.1224 0.1021
C: -0.8413 -0.6304 1.2460
N: -1.0204 -1.9561 1.5425
C: -1.9352 -2.7935 0.9162
O: -2.1722 -3.8993 1.3417
N: -2.5505 -2.2342 -0.1508
H: -3.1972 -2.8321 -0.6425
C: -2.0796 -1.0599 -0.8504
C: -1.1344 -1.4050 -1.9902
C: -1.2461 -0.7516 -3.2080
C: -0.3431 -1.0406 -4.2216
C: 0.6707 -1.9740 -4.0472
C: 0.7715 -2.6276 -2.8338
C: -0.1224 -2.3439 -1.8135
H: -0.0351 -2.8664 -0.8724
H: 1.5477 -3.3609 -2.6795
H: 1.3528 -2.1742 -4.8590
N: -0.4649 -0.3618 -5.4909
O: -1.4528 0.3127 -5.6771
O: 0.4307 -0.5143 -6.2942
H: -2.0103 -0.0068 -3.3715
H: -2.9441 -0.5280 -1.2647
H: -0.5753 -2.3091 2.3791
C: -0.0781 0.0969 2.3193
N: 1.1434 -0.6440 2.6126
C: 1.7808 -0.2602 3.8574
C: 2.4188 1.1274 3.8554
H: 2.8778 1.3413 4.8183
H: 1.6921 1.9064 3.6217
S: 3.7610 1.2098 2.6249
C: 2.7682 0.6562 1.2003
C: 2.0832 -0.6738 1.5043
H: 1.5462 -1.0061 0.6108
H: 2.8463 -1.4194 1.7475
H: 3.4644 0.5465 0.3715
H: 2.0438 1.4342 0.9588
H: 1.0330 -0.3120 4.6548
H: 2.5562 -1.0035 4.0669
H: 0.0882 1.1354 2.0261
H: -0.6900 0.0898 3.2290
H: -1.5180 4.2498 1.3941
H: -2.4516 3.8971 -0.0691
H: -1.3723 5.2964 -0.0268

This record from the OMol25 dataset describes a structure of composition C18H22N5O2RuS2Te at a distorted geometry. The level of theory is ωB97M-V with the def2-TZVPD basis set.

* E: -2282.3798 hartree
* maximum force: 2.1 eV Å⁻¹
* 2S+1: 5
* molar mass: 633.2 g mol⁻¹
* orbital gap (spin up / spin down): 5.871 / 5.947 eV
* ΔE to the lowest compared entry with this formula, charge and spin: 0.00 kcal per mole
* LUMO energy (spin up / spin down): -4.6 / -5.5 eV
* net charge: +1

Geometry (Å):
Ru: -0.0171 0.6398 0.2649
C: 4.5142 -1.3924 -1.6497
S: 4.1280 -1.7273 0.0945
C: 2.5362 -1.0951 0.2650
S: 1.7014 -0.3551 -1.0791
N: 1.9609 -1.2093 1.4262
N: 0.8019 -0.5979 1.5982
C: 0.1375 -0.8077 2.7248
C: -1.1053 -0.1412 2.8344
C: -1.9755 -0.2200 3.9358
C: -3.1531 0.4900 3.9099
C: -3.4566 1.2640 2.7867
C: -2.5683 1.3007 1.7315
N: -1.4257 0.6150 1.7448
H: 5.5277 -1.7545 -1.7918
H: 4.4709 -0.3238 -1.8415
H: 3.8289 -1.9259 -2.3012
H: 0.5563 -1.4399 3.4958
H: -1.6945 -0.8406 4.7692
H: -3.8501 0.4436 4.7298
H: -4.3686 1.8343 2.7352
H: -2.7712 1.8934 0.8445
N: -1.4860 -1.0791 -0.9699
N: -2.2468 -0.2415 -1.8090
C: -1.9276 1.1157 -1.9772
O: -2.3998 1.7129 -2.9125
O: -1.1853 1.6393 -1.0625
H: -0.8125 -1.6342 -1.5090
H: -2.0959 -1.7178 -0.4604
H: -2.6861 -0.6629 -2.6222
C: 2.3364 8.3869 2.5313
C: 2.1403 7.0603 1.8870
C: 1.0250 6.2693 2.1516
C: 0.8415 5.0468 1.5317
C: -0.3964 4.2516 1.8006
C: 1.8045 4.5925 0.6114
Te: 1.5047 2.8213 -0.5243
C: 2.9471 5.3721 0.3403
C: 3.9929 4.9653 -0.6445
C: 3.0883 6.5856 0.9823
H: 1.5398 8.6201 3.2309
H: 2.3777 9.1637 1.7679
H: 3.2880 8.4139 3.0602
H: 0.2819 6.6219 2.8522
H: -0.9741 4.7060 2.6013
H: -0.1425 3.2253 2.0890
H: -1.0159 4.2140 0.9017
H: 4.1096 3.8821 -0.6823
H: 4.9478 5.4168 -0.3888
H: 3.7048 5.3174 -1.6355
H: 3.9583 7.1903 0.7711

This record from the OMol25 dataset describes a structure of composition C18H22N5O7S2Zn at a distorted geometry. The level of theory is ωB97M-V with the def2-TZVPD basis set.

* E: -4075.4318 hartree
* maximum force: 3.0 eV Å⁻¹
* 2S+1: 1
* molar mass: 549.9 g mol⁻¹
* orbital gap: 7.214 eV
* ΔE to the lowest compared entry with this formula, charge and spin: 10.58 kcal per mole
* LUMO energy: 2.3 eV
* net charge: -1

Geometry (Å):
Zn: 0.2867 -0.4970 -0.1277
C: -2.0282 -1.3225 -2.0036
C: -2.1525 -2.0706 -0.6656
N: -1.7079 -1.2476 0.4353
C: -2.6393 -0.2740 0.9443
C: -2.4193 1.0650 0.2886
C: -3.3638 2.0882 0.2751
C: -3.0170 3.2959 -0.3106
C: -1.7407 3.4648 -0.8243
C: -0.8563 2.3894 -0.7603
C: 0.5836 2.4754 -1.1962
N: 1.1286 1.1816 -1.5172
C: 0.9753 0.7455 -2.8854
C: -0.4358 0.2009 -3.1097
N: -0.6629 -0.8755 -2.1695
N: -1.2239 1.2355 -0.2411
H: -2.6730 -0.4355 -1.9902
H: -2.3612 -1.9721 -2.8316
H: -1.4862 -2.9323 -0.6865
H: -3.1926 -2.4140 -0.5425
H: -1.2751 -1.7962 1.1799
H: -2.4167 -0.1316 2.0079
H: -3.6875 -0.5970 0.8273
H: -4.3412 1.9482 0.7138
H: -3.7356 4.1018 -0.3613
H: -1.4476 4.4089 -1.2605
H: 1.1153 2.8537 -0.3194
H: 0.6866 3.2004 -2.0234
H: 2.0894 1.0850 -1.2156
H: 1.6839 -0.0679 -3.0513
H: 1.1671 1.5628 -3.5997
H: -0.5459 -0.1175 -4.1609
H: -1.1703 0.9924 -2.9185
H: -0.0430 -1.6468 -2.3919
O: 2.2551 -1.6176 1.7186
S: 1.2294 -0.6254 2.3841
O: 1.9543 -0.0593 3.4954
O: 0.0058 -1.2928 2.7879
O: 0.9020 0.4361 1.3879
O: 4.2175 -0.4471 -1.4844
S: 3.2512 -1.5348 -1.5073
O: 2.8789 -1.8745 -2.8859
N: 1.9800 -1.2946 -0.6086
C: 1.8193 -2.2624 0.4305
O: 0.5767 -2.6372 0.4754
C: 2.9022 -3.3251 0.2803
C: 3.0535 -4.4645 1.0503
C: 4.1418 -5.2906 0.8130
C: 5.0819 -4.9696 -0.1547
C: 4.9372 -3.8157 -0.9134
C: 3.8351 -3.0213 -0.6911
H: 2.3327 -4.6945 1.8171
H: 4.2645 -6.2048 1.3789
H: 5.9288 -5.6218 -0.3218
H: 5.6618 -3.5346 -1.6644